(1)
82
Properties=species:S:1:pos:R:3:forces:R:3:lowdin_charge:R:1 method="wB97M-V/def2-TZVPD" lumo_ev=2.0504 homo_lumo_gap_ev=6.8 homo_ev=-4.74 total_charge=-1 spin_multiplicity=1
C 2.53262 0.52117 0.60027 -4.023 2.740 -8.193 0.0064
C 2.00556 0.81503 -0.69091 3.550 -1.181 8.150 -0.0904
C 1.56399 1.38758 -2.19278 1.027 -0.222 1.126 -0.1868
C 0.83253 2.86736 -2.01101 0.922 0.676 -0.387 -0.1859
C -0.63025 2.98344 -2.74066 1.772 -0.372 -0.105 -0.0718
C -1.92074 2.91232 -1.72636 -3.112 3.064 -3.403 -0.3543
N -1.76944 3.29814 -0.27205 2.450 -7.333 3.745 0.1744
C -1.36205 2.24250 0.50999 4.523 -0.733 0.030 -0.0377
O -0.59820 1.34737 1.19628 -6.527 6.966 -4.891 -0.0435
O -2.75198 4.04938 -2.24571 2.104 -1.476 2.490 -0.1525
B -3.61899 3.73112 -3.43503 0.762 -0.285 2.473 -0.5765
O -3.48589 2.23113 -3.45411 1.473 -2.706 2.824 -0.0777
C -2.93009 1.69854 -2.16558 0.782 1.443 -4.344 -0.2994
C -2.21837 0.21057 -2.34182 -0.826 -0.700 0.990 -0.1515
O -2.37468 -0.35312 -3.69370 0.686 -1.123 1.984 -0.2137
C -2.30494 -1.84552 -3.55434 0.707 -0.232 0.585 -0.1035
S -4.43639 1.28777 -1.13480 -4.668 -6.505 2.142 0.9278
O -5.24181 0.20276 -1.95118 2.897 4.894 2.360 -0.3632
O -4.14322 0.64540 0.24148 -0.168 3.249 -3.852 -0.3869
F -5.52632 2.58587 -0.87911 2.380 -2.012 -0.554 -0.2379
H 2.68347 0.56818 1.78317 -0.484 -0.181 -3.448 0.0340
H 2.55930 1.52776 -2.82788 -2.121 -0.369 1.531 0.0728
H 0.90924 0.60328 -2.76284 1.136 1.428 1.380 0.0908
H 0.84080 3.24124 -0.87876 -0.186 -1.093 -2.489 0.1186
H 1.55035 3.63330 -2.57974 -1.529 -1.695 1.237 0.1108
H -0.62614 4.02329 -3.32726 -0.538 -2.338 1.668 0.1495
H -0.64480 2.14602 -3.59072 -0.401 1.715 1.970 0.1459
H -4.68715 4.07578 -3.02371 -0.891 0.131 -0.608 0.0537
H -3.13388 4.33765 -4.31928 0.014 -0.084 -1.389 0.0488
H -2.72716 -0.55682 -1.59119 1.051 1.803 -1.374 0.1245
H -1.10698 0.32669 -1.98193 -1.902 -0.228 -0.994 0.1245
H -1.48903 -2.09491 -2.72117 -1.852 0.347 -1.721 0.0679
H -1.90119 -2.36521 -4.54077 -1.120 1.484 1.876 0.1020
H -3.37197 -2.25349 -3.24395 2.205 0.805 -0.658 0.1090
C 6.47943 1.18874 -1.65791 -0.036 -0.043 0.091 -0.1104
C 7.17155 1.14538 -3.01656 -0.053 -0.308 0.306 -0.2812
C 6.91334 2.39803 -3.85613 -1.093 -0.155 -0.183 -0.1975
C 5.42302 2.54223 -4.11823 -8.296 1.078 -1.627 -0.1452
N 4.18675 2.66186 -4.33562 9.867 -0.991 1.738 0.1196
H 5.39045 1.23247 -1.76018 0.128 0.041 0.029 0.0626
H 6.71510 0.28784 -1.08251 -0.031 0.154 -0.053 0.0734
H 6.80698 2.05937 -1.07832 -0.079 -0.115 -0.050 0.0797
H 6.82996 0.25608 -3.56030 0.095 0.194 -0.025 0.1119
H 8.25043 1.03376 -2.86236 -0.077 0.092 -0.162 0.1050
H 7.44107 2.32434 -4.81279 -0.251 0.120 0.046 0.1095
H 7.27606 3.29126 -3.33611 -0.220 -0.060 -0.088 0.1145
C -0.33905 -4.43505 1.18099 -0.158 -0.112 0.030 -0.1250
C 1.15853 -4.64560 0.98160 -0.301 -0.234 0.000 -0.2758
C 1.90600 -3.34702 0.67230 -0.462 0.238 -1.032 -0.1945
C 1.36581 -2.73680 -0.61080 -2.832 3.702 -7.177 -0.1489
N 0.91767 -2.23059 -1.67516 3.523 -4.174 8.451 0.1319
H -0.81747 -4.05073 0.27453 0.131 0.055 0.075 0.0685
H -0.82658 -5.38358 1.42765 0.068 0.147 0.055 0.0603
H -0.53081 -3.73010 1.99799 -0.007 -0.084 -0.104 0.0810
H 1.31018 -5.36514 0.16767 0.088 0.139 0.119 0.1110
H 1.57842 -5.09301 1.88920 0.067 0.108 -0.120 0.1082
H 2.97553 -3.54885 0.55186 -0.155 0.208 -0.139 0.1110
H 1.78591 -2.62954 1.49123 -0.041 0.068 -0.276 0.1082
C -5.95068 -4.07296 3.87572 -0.086 0.003 0.096 -0.1194
C -4.92166 -3.40329 2.97046 -0.246 0.203 0.303 -0.2692
C -4.17781 -4.39818 2.07739 0.556 -0.511 0.789 -0.1881
C -3.42895 -5.40156 2.93934 4.277 -5.746 4.537 -0.1768
N -2.80777 -6.23391 3.65437 -4.929 6.614 -5.618 0.0958
H -5.48032 -4.77231 4.57423 -0.027 0.026 -0.128 0.0662
H -6.47660 -3.32194 4.47373 0.032 -0.104 -0.122 0.0722
H -6.69406 -4.62153 3.28606 0.075 0.058 0.100 0.0759
H -4.20489 -2.85458 3.59364 -0.045 -0.071 -0.223 0.1141
H -5.42994 -2.66606 2.33929 0.220 -0.113 -0.029 0.1162
H -3.46291 -3.86833 1.43918 0.023 -0.228 0.111 0.1072
H -4.88026 -4.93312 1.42911 0.175 -0.072 0.146 0.1177
C 0.23057 2.43598 4.28253 -0.163 -0.008 -0.058 -0.1152
C 1.22470 1.52096 4.99054 -0.354 -0.028 -0.254 -0.2764
C 2.38088 2.28591 5.63769 0.493 0.340 -0.937 -0.2021
C 3.15375 3.04607 4.57217 4.531 4.378 -5.743 -0.1708
N 3.79485 3.67668 3.68828 -5.101 -5.053 7.023 0.1033
H 0.69904 2.97899 3.45554 -0.038 -0.079 0.120 0.0716
H -0.59182 1.84949 3.86069 0.151 0.132 0.048 0.0655
H -0.19425 3.16764 4.97926 0.060 -0.066 -0.068 0.0774
H 1.61703 0.79607 4.26679 0.015 0.075 0.178 0.1000
H 0.69578 0.95117 5.76242 0.195 0.040 -0.001 0.1080
H 3.05681 1.58803 6.14288 0.079 0.237 -0.127 0.1079
H 2.00401 2.99386 6.38377 0.134 0.026 -0.197 0.1127

=====

(2)
88
Properties=species:S:1:pos:R:3:forces:R:3:lowdin_charge:R:1 method="wB97M-V/def2-TZVPD" lumo_ev="-7.7348 / -7.3574" homo_lumo_gap_ev="5.5 / 5.6" homo_ev="-13.22 / -12.98" total_charge=+2 spin_multiplicity=1
Sn 2.10650 0.69916 0.28120 -0.288 -0.186 -0.237 1.0431
C -0.32468 2.74004 2.84261 -0.022 0.024 0.028 0.0109
C -0.91171 1.45838 3.30652 -0.077 0.078 0.031 -0.2010
N -1.83735 1.47736 4.24062 0.088 -0.064 -0.107 0.1488
C -2.38012 0.31650 4.61598 -0.018 0.018 0.078 -0.0160
C -2.06789 -0.95565 4.08911 -0.012 0.094 0.074 -0.1102
C -2.82178 -2.15116 4.63804 -0.001 -0.030 0.001 -0.1936
O -1.98146 -3.20456 5.06707 0.039 0.044 -0.005 -0.0414
C -1.08938 -1.04033 3.12299 0.007 -0.025 0.039 -0.0193
C -0.66236 -2.34714 2.58760 0.004 0.063 -0.065 -0.0371
N 0.33454 -2.41734 1.80694 -0.030 -0.031 0.011 0.0492
C 0.79071 -3.62292 1.26463 0.077 -0.015 0.061 -0.3840
C -0.00578 -4.72396 0.95921 0.053 -0.025 0.073 -0.0381
C 0.55011 -5.83755 0.34890 -0.041 0.006 0.018 -0.0537
C 1.90267 -5.86925 0.03409 0.036 0.009 -0.002 -0.0646
C 2.71308 -4.77631 0.31813 -0.020 -0.033 0.001 -0.1348
C 2.14280 -3.66714 0.91619 -0.093 -0.032 -0.009 -0.6016
I 3.31241 -2.01162 1.40571 0.191 -0.008 -0.091 1.1778
C -0.47880 0.20575 2.67852 0.063 -0.310 -0.100 -0.2474
O 0.35203 0.23759 1.74128 0.047 0.407 0.180 -0.1595
H -0.85058 3.56524 3.31456 0.002 -0.002 0.001 0.1000
H -0.39602 2.82413 1.75579 0.021 0.011 -0.011 0.0561
H 0.73671 2.80715 3.10096 0.013 -0.026 -0.032 0.0771
H -3.10977 0.38743 5.41644 -0.018 -0.021 -0.024 0.1318
H -3.46447 -2.56132 3.85592 0.020 -0.029 0.003 0.1375
H -3.48047 -1.81731 5.44250 -0.018 0.008 -0.023 0.1270
H -1.66946 -3.02656 5.96046 -0.005 -0.018 0.002 0.1095
H -1.20991 -3.22337 2.93524 -0.014 0.009 -0.007 0.1256
H -1.06537 -4.69144 1.17944 0.001 -0.022 -0.017 0.1185
H -0.07649 -6.68734 0.11356 -0.002 0.001 0.007 0.1182
H 2.33187 -6.74394 -0.43517 0.001 0.000 -0.005 0.1178
H 3.76681 -4.79702 0.07679 0.002 0.013 -0.007 0.1065
N 4.85703 4.53131 1.34147 0.005 0.011 0.000 0.1937
C 4.99045 3.02227 1.19890 -0.004 0.010 0.008 -0.4782
C 6.44993 2.60289 1.24410 0.005 -0.015 0.002 -0.0556
P 3.88470 2.36441 2.56731 0.083 -0.028 -0.085 0.3746
O 4.85152 1.89489 3.72805 0.071 -0.017 -0.027 -0.0751
O 3.06800 3.52212 2.97342 -0.032 0.010 0.002 -0.2527
O 3.23633 1.08945 2.00310 -0.212 0.070 0.246 -0.5043
P 4.14022 2.56598 -0.36493 0.062 0.051 0.092 0.2781
O 4.87506 3.47494 -1.43680 0.013 0.001 0.027 -0.0790
O 2.70992 2.97994 -0.13362 0.003 -0.075 0.124 -0.4376
O 4.24573 1.08651 -0.63851 0.010 -0.016 -0.011 -0.3706
H 5.59889 4.90074 1.93886 -0.015 0.010 0.016 0.1758
H 3.94660 4.68894 1.82782 0.011 -0.011 -0.004 0.1326
H 4.89336 5.02308 0.44598 0.025 -0.008 -0.007 0.1587
H 6.89692 2.82373 2.21430 -0.005 0.010 -0.003 0.0930
H 7.02697 3.09949 0.46203 0.001 -0.010 -0.006 0.0955
H 6.52251 1.52831 1.07660 0.002 0.002 0.008 0.0987
H 5.07823 0.95694 3.74437 -0.030 -0.007 0.015 0.1044
H 5.28593 3.00571 -2.17530 -0.015 0.019 -0.022 0.1158
C -2.31238 -2.54549 -5.94275 -0.020 -0.032 0.013 -0.1016
C -2.34201 -1.02991 -5.79779 0.010 0.000 0.006 -0.2594
C -1.49026 -0.55813 -4.62519 -0.006 0.004 0.018 -0.2181
C -1.49888 0.95705 -4.47683 -0.009 0.106 -0.012 -0.1595
N -0.65179 1.43463 -3.38280 0.089 -0.242 0.039 0.0297
C -0.94973 1.40650 -2.09058 -0.064 0.134 0.034 -0.6840
S 0.22623 2.14311 -1.01699 0.051 0.077 -0.204 0.7519
N -2.13924 1.00680 -1.68478 0.000 -0.097 -0.038 0.0592
C -2.63101 1.01892 -0.30722 -0.046 -0.075 0.015 -0.1921
C -3.48919 2.23986 -0.00239 0.018 -0.003 0.035 -0.1874
C -4.70219 2.40117 -0.91656 0.008 0.005 -0.007 -0.2552
C -5.66216 1.21747 -0.87595 -0.015 -0.020 0.000 -0.1005
H -2.92981 -2.87741 -6.77570 0.000 0.013 -0.008 0.0788
H -2.68861 -3.03379 -5.04029 0.020 0.011 -0.012 0.0753
H -1.29649 -2.90264 -6.12517 -0.003 0.006 0.009 0.0753
H -3.37287 -0.69137 -5.65872 -0.002 0.004 -0.006 0.1162
H -1.98403 -0.56158 -6.71832 -0.004 0.004 -0.005 0.1174
H -0.45389 -0.88502 -4.76126 -0.012 -0.013 0.013 0.1159
H -1.85301 -1.01694 -3.70046 0.042 -0.066 0.027 0.0866
H -2.51440 1.33856 -4.33241 -0.004 0.002 0.007 0.1285
H -1.13108 1.43374 -5.38438 0.010 -0.007 -0.004 0.1379
H 0.29192 1.72250 -3.58977 -0.032 0.048 -0.032 0.1317
H -2.80965 0.74452 -2.39387 0.030 -0.063 -0.004 0.1363
H -1.76094 0.98197 0.33911 0.074 -0.006 0.082 0.0665
H -3.18947 0.09124 -0.16768 -0.011 0.038 0.011 0.1249
H -2.85830 3.13153 -0.05403 0.000 0.001 -0.004 0.1139
H -3.82443 2.14908 1.03603 0.009 0.010 -0.017 0.1214
H -4.37099 2.58113 -1.94488 0.002 0.007 -0.004 0.1007
H -5.23001 3.30953 -0.62355 -0.005 -0.008 0.010 0.1150
H -5.22126 0.30475 -1.28695 0.002 0.003 0.003 0.0628
H -6.56206 1.42326 -1.45353 0.005 0.004 -0.006 0.0797
H -5.97166 0.99830 0.14815 0.003 0.007 -0.005 0.0823
Cl 2.06817 -1.69917 -2.38253 -0.006 0.022 -0.051 0.5234
C 0.72514 -2.86015 -2.35908 0.076 -0.036 0.010 -0.9357
Cl -0.57878 -2.33153 -1.29185 -0.163 0.252 -0.169 0.6003
H 1.10898 -3.80585 -1.99157 -0.028 0.005 0.022 0.0201
H 0.33545 -2.94378 -3.36649 -0.003 -0.014 -0.004 0.0210

=====

(3)
91
Properties=species:S:1:pos:R:3:forces:R:3:lowdin_charge:R:1 method="wB97M-V/def2-TZVPD" lumo_ev=-3.6144 homo_lumo_gap_ev=8.6 homo_ev=-12.24 total_charge=+1 spin_multiplicity=1
C 0.34564 -3.73069 1.48040 0.341 -0.114 -0.291 -0.0818
C 0.69247 -3.04213 0.14502 0.115 0.170 0.861 -0.2319
C -0.08504 -1.75148 -0.15452 0.264 -0.636 -0.751 -0.1637
C -1.41126 -2.08285 -0.86906 0.037 0.269 0.034 -0.0918
N -2.69393 -1.64680 -0.29203 1.077 -1.176 0.917 0.0355
C -2.92808 -1.25241 0.97404 -1.164 0.819 -0.955 -0.3109
N -2.18139 -1.32610 2.10764 0.673 0.655 -0.325 0.1915
N -4.20220 -0.80012 1.02422 -0.189 -1.939 1.186 0.1527
C -4.96838 -1.50042 -0.01977 0.214 0.871 -1.995 -0.0754
C -3.90548 -2.45336 -0.62693 -1.254 0.139 1.044 -0.1980
C -3.95931 -3.81766 0.11128 0.412 -0.730 -0.438 -0.1334
C -3.94462 -5.05378 -0.82323 0.205 -0.006 0.394 -0.2259
C -2.58057 -5.74316 -0.88365 -0.027 0.446 -0.201 -0.0901
H 1.26231 -4.02094 1.98867 0.042 -0.087 0.043 0.0744
H -0.18288 -3.07297 2.16216 -0.197 0.020 0.026 0.0472
H -0.21183 -4.64984 1.31602 -0.286 0.027 0.148 0.0621
H 1.75277 -2.79910 0.16495 0.078 0.058 -0.088 0.1031
H 0.55286 -3.75341 -0.66614 0.073 0.049 -0.207 0.1033
H 0.53946 -1.21784 -0.86870 -0.164 0.293 -0.058 0.0894
H -0.16649 -1.11176 0.71423 -0.080 -0.021 0.104 0.0926
H -1.46121 -3.15489 -1.03744 -0.138 -0.091 0.154 0.0905
H -1.37877 -1.64315 -1.86437 -0.160 0.092 -0.068 0.1336
H -1.47694 -0.64850 2.32985 0.198 -0.078 0.003 0.1227
H -2.40219 -2.03140 2.79081 -0.289 0.108 0.123 0.0832
H -4.60310 -0.76477 1.95376 0.002 0.266 0.003 0.1604
H -5.24905 -0.79366 -0.80205 -0.023 0.224 0.137 0.0959
H -5.89459 -1.96538 0.29003 0.154 -0.205 0.559 0.1337
H -4.05817 -2.63501 -1.68387 0.274 0.461 -0.255 0.1525
H -3.12530 -3.94639 0.80555 0.092 0.240 0.087 0.1136
H -4.86301 -3.88054 0.71327 -0.110 0.287 0.043 0.1130
H -4.65250 -5.78401 -0.43819 -0.205 0.010 -0.108 0.1082
H -4.28834 -4.76534 -1.81485 -0.034 -0.030 -0.126 0.1050
H -2.40580 -6.32932 0.01470 -0.001 -0.161 0.011 0.0819
H -2.49028 -6.36553 -1.76863 -0.008 -0.250 0.061 0.0804
H -1.77771 -5.00840 -0.93585 0.107 -0.032 -0.069 0.0385
C -1.22171 -5.62380 7.58044 -0.239 0.010 -0.169 -0.0543
C -0.86695 -4.16607 7.39616 0.344 -0.255 0.323 -0.1804
O -1.62578 -3.57509 6.30995 0.019 0.101 -0.101 0.0305
C -2.85082 -3.18500 6.60702 0.299 -0.118 0.002 -0.4150
O -3.41351 -3.25599 7.65244 -0.211 0.042 0.108 0.1969
C -3.49139 -2.54365 5.36305 -0.258 0.103 -0.128 -0.5316
F -3.26289 -3.27161 4.24180 0.086 -0.052 -0.049 0.1240
F -2.98131 -1.32268 5.13532 0.143 0.037 0.036 0.1557
F -4.79800 -2.41979 5.49177 -0.125 -0.034 0.082 0.1925
H -1.08200 -6.17206 6.64855 0.093 -0.011 0.018 0.0840
H -0.58638 -6.06642 8.34550 0.028 0.018 0.012 0.0886
H -2.26090 -5.74084 7.88555 0.020 0.028 0.079 0.0814
H 0.17471 -4.05288 7.10716 -0.045 0.066 -0.155 0.1264
H -1.02756 -3.59158 8.30643 -0.160 0.056 -0.050 0.1288
C 2.14442 1.51185 -1.41049 0.120 0.176 0.174 -0.0574
C 3.20676 0.52167 -1.84006 -0.521 -0.105 -0.172 -0.1995
O 4.51379 1.11334 -1.76928 0.087 -0.065 -0.054 0.0403
C 5.07317 1.11463 -0.56835 -0.100 -0.033 -0.142 -0.3979
O 4.60285 0.68017 0.43884 -0.008 -0.037 0.195 0.1709
C 6.47897 1.73687 -0.65078 0.074 0.036 0.044 -0.5588
F 6.46982 2.85108 -1.38571 -0.026 0.084 -0.117 0.1640
F 7.32400 0.87127 -1.21269 0.064 -0.133 -0.110 0.1806
F 6.92720 2.03663 0.55738 0.016 0.036 0.194 0.1845
H 2.21138 2.42268 -2.00465 -0.044 -0.042 -0.083 0.0877
H 1.14862 1.08604 -1.53699 0.008 -0.026 -0.056 0.0655
H 2.26823 1.79184 -0.36451 -0.008 -0.077 0.024 0.0802
H 3.06268 0.24239 -2.88136 0.198 0.075 -0.056 0.1286
H 3.17980 -0.38999 -1.24336 0.114 0.063 0.114 0.1153
C -5.00419 1.68597 -2.10733 0.261 -0.057 -0.103 -0.0709
C -5.70846 2.80938 -2.83748 -0.265 -0.127 0.317 -0.1892
O -4.81254 3.46370 -3.75056 -0.023 0.109 -0.025 0.0365
C -4.63734 2.85618 -4.91642 -0.050 0.060 0.156 -0.3991
O -5.13418 1.82949 -5.26601 -0.011 -0.168 -0.104 0.1735
C -3.69546 3.69340 -5.80243 0.013 -0.034 0.008 -0.5652
F -2.64446 4.12699 -5.10338 0.133 0.049 0.083 0.1700
F -4.34935 4.75110 -6.28016 -0.096 0.151 -0.047 0.1825
F -3.25490 2.96945 -6.81799 0.050 -0.120 -0.154 0.1844
H -4.10960 2.06156 -1.60812 -0.056 0.036 0.082 0.0861
H -5.66704 1.24807 -1.36173 -0.068 0.089 0.016 0.0665
H -4.69179 0.90414 -2.80118 -0.100 -0.003 -0.031 0.0764
H -6.03202 3.58048 -2.14279 0.121 0.103 -0.049 0.1296
H -6.58845 2.45065 -3.36876 0.083 -0.027 -0.145 0.1296
C 7.09931 6.03481 -1.01308 -0.072 0.307 0.020 -0.0589
C 8.25399 5.98211 -1.98811 -0.071 -0.436 0.179 -0.1922
O 8.31399 7.17626 -2.79206 0.023 -0.005 -0.111 0.0345
C 8.90392 8.22141 -2.23295 -0.065 -0.180 -0.043 -0.4042
O 9.38476 8.27662 -1.14293 0.085 0.097 0.152 0.1754
C 8.92457 9.39569 -3.22988 -0.033 0.018 0.042 -0.5623
F 7.74415 9.53618 -3.83541 -0.140 0.022 -0.076 0.1696
F 9.85095 9.17534 -4.16688 0.117 -0.051 -0.125 0.1726
F 9.21498 10.52744 -2.60873 0.058 0.155 0.102 0.1816
H 6.16250 6.21460 -1.54188 -0.003 -0.090 -0.030 0.0862
H 7.02312 5.09487 -0.47174 0.027 -0.024 0.006 0.0618
H 7.23170 6.83954 -0.29066 0.072 -0.027 0.019 0.0811
H 8.12348 5.16682 -2.69621 -0.020 0.100 -0.121 0.1230
H 9.20407 5.83204 -1.47771 0.031 0.164 0.014 0.1277